Entry 1:
18
Properties=species:S:1:pos:R:3:mulliken_charge:R:1 method="wB97M-V/def2-TZVPD" lumo_energy_ev=-0.9 total_charge=0 total_energy_ha=-1296.65574 gap_ev=6.9
C 1.54358 1.25703 0.91871 -1.3769
C -0.32515 1.96420 -0.57191 -0.9065
C -0.15355 -2.87045 -0.54647 -0.9890
C 0.81245 0.98851 -0.34116 0.0025
P -0.66597 -1.23279 0.29293 0.4735
S -0.47872 -1.54582 2.30662 -0.4484
S -2.69720 -0.90166 -0.36461 -0.2784
H 2.00568 2.24678 0.86869 0.3967
H 0.84207 1.25550 1.69947 0.3865
H 2.24377 0.52239 1.10507 0.4016
H -1.34766 1.52274 -0.57667 0.1068
H -0.13598 2.34462 -1.55786 0.3131
H -0.38626 2.75480 0.10793 0.3594
H -0.67185 -2.74338 -1.55581 0.3031
H 0.86762 -2.87399 -0.75791 0.3405
H -0.40083 -3.76615 0.12001 0.2929
H 1.42567 0.69301 -1.13788 0.4730
H -2.47767 0.38467 -0.00915 0.1493

=====

Entry 2:
81
Properties=species:S:1:pos:R:3:mulliken_charge:R:1 method="wB97M-V/def2-TZVPD" lumo_energy_ev=0.0 total_charge=0 total_energy_ha=-2241.93931 gap_ev=9.6
C 2.31257 -2.52115 -2.70765 -0.7300
C 1.40796 -3.67080 -2.34428 0.5036
C 0.37930 -3.43444 -1.23681 0.5297
O -0.69491 -4.27561 -1.66658 -0.4452
C -0.56028 -4.58660 -2.96654 0.5967
O -1.38399 -5.14721 -3.61119 -0.5562
O 0.62350 -4.13642 -3.44405 -0.4244
H 2.57908 -1.99064 -1.78391 -0.2205
H 1.76301 -1.72530 -3.21022 0.0703
H 3.24693 -2.75471 -3.20991 0.5015
H 1.98135 -4.55741 -2.04726 0.3738
H 0.08263 -2.40607 -1.10005 -0.6387
H 0.75672 -3.81539 -0.28991 0.3198
C -3.91291 0.87210 4.34602 -1.5549
C -4.06599 -0.09402 3.18836 0.5933
C -5.51284 -0.55637 2.86068 -0.4542
O -5.58933 -0.43874 1.44468 -0.3973
C -4.50561 0.17338 0.96680 0.5061
O -4.26713 0.43633 -0.16975 -0.4720
O -3.67487 0.49442 1.96514 -0.1043
H -4.32054 0.44209 5.26384 0.4307
H -4.31908 1.87377 4.23487 0.3557
H -2.84671 1.02517 4.52469 0.3593
H -3.51216 -0.99553 3.46510 0.1418
H -6.25152 0.10668 3.31457 0.2977
H -5.69402 -1.58298 3.16727 0.3197
C -0.82276 -0.54702 0.45516 -0.2458
C 0.63265 -0.23866 0.64418 0.7775
O 1.48500 -1.10300 0.64590 -0.4251
C 1.03042 1.21515 0.74060 0.2531
H -1.03460 -0.70106 -0.60365 -0.2485
H -1.48505 0.23714 0.80850 -0.1084
H -0.96300 -1.49483 0.97916 0.4265
H 1.98594 1.37532 0.23615 -0.0070
H 1.17556 1.54315 1.76821 -0.2548
H 0.30174 1.86061 0.25325 -0.0853
C 2.98635 -1.32969 3.59782 -0.6452
C 4.10915 -0.31653 3.71326 0.7669
O 5.15781 -0.62769 4.22353 -0.5710
C 3.83835 1.08151 3.26212 -0.8781
H 2.01423 -0.83094 3.53992 0.1852
H 2.90963 -1.99293 4.45677 0.4172
H 3.06663 -1.90895 2.67796 0.0260
H 4.66886 1.73833 3.50446 0.3663
H 2.92221 1.37537 3.78444 0.2841
H 3.62322 1.16591 2.19501 0.0594
C -0.68736 3.70439 2.22566 -1.1740
C -2.14205 3.43560 1.93069 0.9423
O -2.94107 3.23949 2.81960 -0.5603
C -2.59855 3.49182 0.50727 -0.8100
H -0.15196 3.89444 1.29771 0.3191
H -0.18630 2.93711 2.80581 0.1284
H -0.68346 4.64245 2.78727 0.4837
H -1.82002 3.19537 -0.19305 0.1397
H -2.97477 4.48944 0.26813 0.4985
H -3.46815 2.83788 0.42457 0.0691
C 5.12317 -1.96108 0.41936 -0.5946
C 5.76479 -1.00261 -0.55573 0.6486
O 6.95196 -1.00622 -0.76500 -0.5760
C 4.88150 0.03056 -1.17016 -0.4192
H 5.47727 -1.83954 1.43846 0.2617
H 5.40327 -2.94321 0.02153 0.3735
H 4.03684 -1.95757 0.31766 -0.0334
H 5.38209 0.79928 -1.75665 0.3967
H 4.29139 0.39368 -0.32408 -0.1857
H 4.18432 -0.35032 -1.92523 0.1717
C -1.50401 2.29002 -4.57390 -0.7716
C -2.83398 1.81789 -3.93215 -0.4383
C -2.81307 0.30077 -3.68698 -0.3301
S -1.05122 -0.21066 -3.98149 0.7904
O -0.96188 -0.81685 -5.30145 -0.7125
O -0.47489 -0.88212 -2.83117 -0.3477
C -0.36737 1.46893 -3.98485 -0.5238
H -1.35490 3.35245 -4.39457 0.3975
H -1.53846 2.08026 -5.64411 0.3310
H -3.59738 2.15447 -4.63242 0.3343
H -2.97985 2.39168 -3.01695 0.1424
H -3.45548 -0.34794 -4.27191 0.4615
H -2.92495 0.06645 -2.62756 -0.0103
H 0.53751 1.29315 -4.56699 0.4813
H -0.14644 1.77475 -2.96396 0.1210

=====

Entry 3:
50
Properties=species:S:1:pos:R:3:lowdin_spin:R:1 method="wB97M-V/def2-TZVPD" lumo_energy_ev="-4.1 / -5.6" multiplicity=2 total_charge=+1 total_energy_ha=-5447.50313 gap_ev="7.6 / 6.1"
Re 1.65007 -0.08175 0.00110 0.7884
N -0.14052 -0.74237 -3.90031 -0.0057
C 0.07360 -0.79968 -2.58152 0.0028
S 1.59883 -1.55351 -2.11315 -0.0034
N -0.80920 -0.39373 -1.74044 0.0093
N -0.34155 -0.47395 -0.43217 -0.0154
C -1.17462 -0.78048 0.50430 0.0370
C -2.62677 -0.92132 0.28519 0.0043
C -3.26053 -2.11698 0.61760 0.0031
C -4.62793 -2.25028 0.42507 0.0001
C -5.36175 -1.18428 -0.07265 0.0020
C -4.73017 0.01119 -0.39538 -0.0002
C -3.36338 0.14159 -0.23124 0.0022
C -0.56560 -1.02998 1.82196 0.0018
C -1.31153 -1.24698 2.96367 0.0059
C -0.65343 -1.54790 4.15091 0.0036
C 0.72655 -1.61227 4.15645 0.0044
C 1.40950 -1.32952 2.98558 0.0085
N 0.78635 -1.05190 1.84418 -0.0015
H 0.56809 -1.02370 -4.55271 -0.0003
H -0.98165 -0.30475 -4.24010 -0.0001
H -2.68334 -2.94871 1.00432 0.0000
H -5.11698 -3.18455 0.66576 0.0000
H -6.43001 -1.28576 -0.21031 0.0001
H -5.30680 0.84179 -0.77964 0.0000
H -2.86220 1.06504 -0.48919 0.0000
H -2.38797 -1.17004 2.92239 0.0002
H -1.21832 -1.71851 5.05736 0.0001
H 1.28076 -1.83977 5.05514 0.0001
H 2.49160 -1.31927 2.96065 0.0004
O 2.50327 -3.02408 0.18981 0.0240
C 2.12694 -1.97548 -0.03662 0.0168
Cl 4.23640 0.21238 0.11439 0.0183
C 3.81967 0.96697 -1.44567 0.0087
C 2.46037 1.11095 -1.60174 0.0008
C 2.07470 1.83544 -2.72284 0.0011
Cl 0.41593 2.30315 -2.95278 0.0003
C 3.01337 2.27092 -3.66398 -0.0007
Cl 2.50880 3.12802 -5.05809 -0.0006
C 4.37928 2.01886 -3.48052 0.0033
Cl 5.53062 2.54184 -4.62893 0.0014
C 4.80221 1.36872 -2.32645 0.0005
Cl 6.45709 1.08819 -1.98453 0.0001
Cl -1.69801 2.69261 2.86685 0.0002
C -0.26762 2.96885 1.88011 0.0021
Cl 0.48130 4.52440 2.28049 0.0014
Cl -0.72125 2.96311 0.16549 -0.0003
C 0.79045 1.87407 2.20942 0.0064
O 0.95763 1.52972 3.34145 0.0093
O 1.49775 1.45369 1.17133 0.0592

=====

Entry 4:
9
Properties=species:S:1:pos:R:3:mulliken_charge:R:1 method="wB97M-V/def2-TZVPD" lumo_energy_ev=0.0 total_charge=0 total_energy_ha=-1506.30762 gap_ev=10.5
C 3.54409 -2.49038 -1.08784 0.6034
N 0.06155 0.21788 -0.00345 -0.3524
O 1.71345 -1.58358 -0.33844 -0.4467
O 4.06794 -2.77282 -0.07488 -0.3563
P 1.64225 -0.11398 -0.33594 0.3562
Cl 3.96636 -1.06920 -2.02123 -0.1764
Cl 2.59712 -3.58000 -2.04173 -0.1139
H -0.59192 -0.54144 0.14215 0.2447
H -0.31419 1.14509 0.10187 0.2414

=====

Entry 5:
75
Properties=species:S:1:pos:R:3:mulliken_charge:R:1 method="wB97M-V/def2-TZVPD" lumo_energy_ev=0.1 total_charge=0 total_energy_ha=-3715.43512 gap_ev=9.0
C -4.34201 -4.82107 3.24604 -0.4074
C -5.61048 -4.47983 3.95138 -0.0846
O -6.67736 -3.85150 3.11700 -0.2953
S -6.67960 -2.13805 3.36605 0.6611
O -8.20206 -1.76214 3.19909 -0.5253
O -5.87151 -1.31910 2.10685 -0.2308
C -4.40698 -1.34806 2.27046 -0.2437
O -3.78880 -1.62668 0.94404 -0.0100
O -3.13539 -2.75953 0.96150 -0.3855
H -3.30746 -4.86918 3.79282 0.2650
H -4.37668 -4.98481 2.07600 0.1703
H -5.69191 -4.66836 5.10370 0.2784
H -4.02302 -2.05246 3.12545 0.2657
H -4.04289 -0.25271 2.56668 0.1959
H -3.67832 -3.39834 0.37994 0.2937
C -1.36465 1.28168 -2.62536 -0.5673
C -0.17684 0.36349 -2.34144 -0.7660
C -0.64314 -0.69397 -1.34223 -0.3158
S -2.39908 -0.89081 -1.60601 1.2708
O -3.09667 -0.43503 -0.42204 -0.5815
O -2.64926 -2.18773 -2.20254 -0.7767
C -2.55037 0.35944 -2.86680 -0.6061
H -1.17918 1.93142 -3.48562 0.3475
H -1.55584 1.91906 -1.75379 0.2965
H 0.13907 -0.12262 -3.27248 0.2631
H 0.68202 0.92077 -1.95452 0.3577
H -0.14166 -1.65114 -1.50612 0.5303
H -0.49016 -0.36496 -0.31071 -0.0788
H -3.51324 0.86535 -2.77783 0.5706
H -2.47283 -0.13525 -3.83959 0.0474
C 3.04286 -0.85052 3.78858 -0.4378
C 1.66621 -1.51047 3.72614 -0.8992
C 0.78561 -0.64984 2.82175 -0.4021
S 1.88890 0.15757 1.67175 1.2122
O 1.85595 1.58265 1.92510 -0.7147
O 1.68996 -0.39975 0.34877 -0.6195
C 3.39867 -0.50184 2.35102 -0.5021
H 3.78981 -1.51095 4.23860 0.3794
H 2.98822 0.06212 4.39400 0.2708
H 1.76279 -2.51584 3.29854 0.3367
H 1.22364 -1.61837 4.72133 0.3636
H 0.06394 -1.25587 2.26818 0.1713
H 0.26342 0.12426 3.39075 0.4272
H 4.19764 0.23749 2.27341 0.0858
H 3.65832 -1.39886 1.78094 0.3370
C -4.79225 1.37427 -7.18551 -0.7151
C -4.26751 2.23731 -8.33198 -0.6487
C -3.01362 2.95217 -7.83118 -0.6600
S -2.30637 1.89854 -6.57368 1.2595
O -2.38665 2.58315 -5.30050 -0.6447
O -1.07066 1.32678 -7.07025 -0.7227
C -3.57726 0.65040 -6.62466 -0.3832
H -5.55821 0.67068 -7.52448 0.3822
H -5.23714 2.01455 -6.41444 0.3100
H -4.01098 1.59562 -9.18366 0.2959
H -5.01973 2.95402 -8.67609 0.3270
H -2.28630 3.09840 -8.63376 0.3311
H -3.25797 3.91310 -7.37010 0.3492
H -3.74256 0.24429 -5.62529 0.1803
H -3.24248 -0.14053 -7.30244 0.3734
C 9.02687 1.97052 4.17661 -0.5859
C 7.93493 3.01071 3.93111 -0.6787
C 6.80585 2.31924 3.16881 -0.6070
S 6.87248 0.59524 3.63254 1.1688
O 7.22843 -0.18253 2.46442 -0.6812
O 5.72188 0.27772 4.45458 -0.6434
C 8.30738 0.72841 4.68084 -0.7162
H 9.77039 2.32442 4.89672 0.3526
H 9.54455 1.74884 3.23570 0.2861
H 7.55894 3.37883 4.89342 0.3025
H 8.31556 3.87366 3.37583 0.3208
H 5.82910 2.72996 3.43676 0.3632
H 6.95393 2.38530 2.08743 0.4013
H 8.91068 -0.17786 4.60552 0.4007
H 7.95910 0.86516 5.70897 0.3346

=====

Entry 6:
51
Properties=species:S:1:pos:R:3:mulliken_charge:R:1 method="wB97M-V/def2-TZVPD" lumo_energy_ev=-0.6 total_charge=0 total_energy_ha=-1871.62028 gap_ev=6.2
C 4.94456 2.43791 -0.76529 -0.2767
C 4.23589 2.75041 -1.93745 -0.9456
C 2.95683 2.22593 -2.11038 -0.2932
C 2.33884 1.43695 -1.11209 0.2980
C 0.92057 1.03912 -1.18933 0.1082
N 0.31917 0.64948 -0.08064 -0.1945
C -0.93695 0.31310 0.28669 -0.4316
C -1.67056 1.28393 0.99786 0.3110
N -2.31957 2.14932 1.45755 -0.6971
C 0.23709 1.12478 -2.49632 0.5719
C 0.92778 0.87084 -3.70625 -0.4972
C 0.34867 1.12361 -4.94799 -0.7229
C -0.93685 1.68433 -5.01032 -0.4118
C -1.67141 1.84707 -3.82298 -0.7310
C -1.10679 1.52903 -2.58058 -0.1421
C 3.08236 1.09963 0.03910 -0.1413
C 4.38600 1.57728 0.20217 -0.6961
H 5.94773 2.84635 -0.60623 0.3518
H 4.66277 3.41229 -2.69475 0.3760
H 2.47223 2.44416 -3.06190 0.4687
H -1.55288 -0.28320 -0.41707 0.5354
H 1.96687 0.52313 -3.66740 0.6988
H 0.91048 0.90330 -5.85746 0.3763
H -1.37401 1.95205 -5.97735 0.3679
H -2.69088 2.23016 -3.85365 0.3904
H -1.68055 1.65912 -1.65560 0.3143
H 2.62160 0.43571 0.77426 0.5122
H 4.94595 1.29844 1.09992 0.3697
C 1.28717 -4.43809 0.81006 -0.4417
C 1.67732 -3.48675 1.76826 -0.7135
C 0.77692 -2.50322 2.20955 -0.2733
C -0.53361 -2.43552 1.69412 0.5283
C -1.38894 -1.23413 1.92979 0.1552
S -3.00654 -1.34908 1.37065 -0.0617
C -4.11079 -0.36989 2.45339 -0.6441
C -3.75447 -0.32818 3.93756 -0.6121
C -2.44700 0.43229 4.07878 -0.6832
S -0.96556 -0.31896 3.31537 -0.0784
C -0.96148 -3.48700 0.86168 -0.4032
C -0.06021 -4.46882 0.41241 -0.6376
H 2.00809 -5.17679 0.43283 0.3787
H 2.68524 -3.51023 2.19028 0.3658
H 1.09376 -1.77326 2.96835 0.3414
H -4.12592 0.65746 2.04863 0.3641
H -5.09290 -0.84204 2.28258 0.4282
H -4.54415 0.24614 4.44866 0.3451
H -3.68861 -1.32673 4.37665 0.2727
H -2.55878 1.43380 3.63190 0.3862
H -2.13563 0.53903 5.13143 0.4093
H -2.01833 -3.55249 0.57417 0.3270
H -0.42051 -5.27176 -0.23363 0.3772

=====

Entry 7:
47
Properties=species:S:1:pos:R:3:mulliken_charge:R:1 method="wB97M-V/def2-TZVPD" lumo_energy_ev=0.1 total_charge=0 total_energy_ha=-1037.00863 gap_ev=8.1
C -0.52327 -2.10407 -0.71640 0.3062
C -0.90282 -2.47575 -1.94386 -1.3362
C 0.66268 -0.29451 0.43236 1.1511
C -0.23657 -0.64895 -0.51266 -1.3523
C 0.95538 3.18171 2.15571 -0.9405
C 0.97394 1.65662 2.11313 -0.1915
C 0.84337 1.05514 0.92808 -0.4493
H -0.75229 -2.83525 0.07667 0.1310
H -0.80816 -1.90424 -2.83742 0.3707
H -1.14144 -3.52786 -2.14717 0.2752
H 1.33250 -1.06234 0.81488 0.1244
H -0.82717 0.05518 -1.04863 0.6893
H 1.73575 3.60506 1.51186 0.2223
H -0.01757 3.50308 1.78504 0.2030
H 0.86906 3.63943 3.14112 0.3704
H 1.20704 1.14209 3.05828 0.3822
H 0.60036 1.72826 0.09914 0.1561
H 3.77469 0.00350 1.15337 0.3167
H 4.86513 -0.70857 1.90854 0.3154
O 4.51344 -0.60529 1.01752 -0.6277
H 1.01501 0.01546 -4.36684 0.2870
H 1.50359 1.11039 -3.58713 0.2945
O 0.64602 0.68799 -3.77521 -0.5792
H 0.79032 4.31677 -1.08469 0.3066
H -0.19250 3.38486 -1.41194 0.3567
O 0.78101 3.37738 -1.33198 -0.6310
H -3.05132 -1.40809 1.20733 0.3241
H -1.64003 -1.06708 1.16804 0.3592
O -2.50520 -0.63832 0.99118 -0.7246
H 3.53107 -3.34867 -0.77396 0.2488
H 3.66316 -3.04980 0.69270 0.2901
O 3.07096 -2.90376 -0.05264 -0.5550
H -3.36886 -0.39343 -0.49627 0.4286
H -3.48822 -0.68011 -1.90115 0.3643
O -3.92216 -0.09128 -1.26088 -0.7485
H -2.78951 4.74330 -0.28575 0.2742
H -2.21920 3.67251 -1.20737 0.3199
O -1.95071 4.35714 -0.55605 -0.6619
H 1.99347 -4.26440 2.13542 0.2995
H 1.34468 -3.43183 1.03124 0.3459
O 1.13567 -3.99661 1.79539 -0.7300
H -1.45261 -2.34315 3.24659 0.2319
H -0.34931 -3.03871 2.29941 0.3285
O -1.07232 -2.38934 2.36898 -0.5534
H -3.01701 1.32096 -1.37714 0.4536
H -1.83366 1.57188 -0.49225 0.3221
O -2.16760 1.84213 -1.35796 -0.7684

=====

Entry 8:
13
Properties=species:S:1:pos:R:3:mulliken_charge:R:1 method="wB97M-V/def2-TZVPD" lumo_energy_ev=-4.8 total_charge=+1 total_energy_ha=-302.94887 gap_ev=8.5
C -1.34443 1.60509 -0.10901 -0.8669
C -0.00290 -1.55660 0.40537 0.1551
C -0.45866 0.71907 0.22879 0.7585
N 0.79016 -1.52968 -0.61905 -0.2235
N 0.89619 0.90039 0.18674 -0.5445
O -0.79280 -0.54456 0.71818 -0.2881
H -1.33538 2.68154 -0.18711 0.3220
H -0.01613 -2.36724 1.19059 0.3898
H 1.31694 -2.35188 -0.98235 0.2890
H 0.63495 -0.69445 -1.17753 0.3111
H 1.39099 0.33930 0.85276 0.2411
H -2.29694 1.10671 -0.13793 0.2431
H 1.21801 1.69230 -0.36945 0.2133